*P*
{
  "formula": "C10H16",
  "method": "the ωB97M-V functional and the def2-TZVPD basis",
  "total_charge": -1,
  "s_squared": 0.76,
  "spin_multiplicity": 2,
  "gap_ev": [2.46, 7.39],
  "symbols": ["C", "C", "C", "H", "H", "H", "H", "H", "H", "H", "H", "C", "C", "C", "C", "C", "C", "C", "H", "H", "H", "H", "H", "H", "H", "H"],
  "xyz": [[-3.379, 0.926, -1.291], [-3.031, 0.252, 0.000], [-2.123, 0.927, -2.200], [-3.618, 1.961, -1.118], [-4.234, 0.471, -1.776], [-2.907, 1.046, 0.848], [-3.797, -0.471, 0.392], [-1.115, 1.222, -1.718], [-2.150, 1.687, -3.057], [-2.176, -0.452, 0.167], [-1.916, -0.072, -2.545], [2.681, -2.128, -0.378], [1.744, 1.291, 0.730], [2.427, 0.342, -0.084], [1.138, 0.977, 1.912], [2.380, -0.953, 0.445], [1.425, -0.311, 2.487], [2.024, -1.254, 1.767], [1.519, 2.227, 0.297], [2.648, 0.623, -1.107], [0.649, 1.729, 2.402], [1.054, -0.608, 3.505], [2.029, -2.067, -1.202], [2.718, -3.100, 0.232], [2.291, -2.292, 2.083], [3.719, -1.973, -0.790]],
  "lowdin_spin": [0.010, 0.025, 0.018, 0.003, 0.001, 0.009, 0.004, 0.004, 0.003, 0.005, 0.003, 0.070, 0.059, 0.195, 0.090, 0.134, 0.164, 0.061, 0.010, 0.044, 0.011, 0.018, 0.004, 0.005, 0.011, 0.037]
}


*Q*
{
  "formula": "C10H16",
  "method": "the ωB97M-V functional and the def2-TZVPD basis",
  "total_charge": -1,
  "s_squared": 0.76,
  "spin_multiplicity": 2,
  "gap_ev": [2.19, 7.00],
  "symbols": ["C", "C", "C", "H", "H", "H", "H", "H", "H", "H", "H", "C", "C", "C", "C", "C", "C", "C", "H", "H", "H", "H", "H", "H", "H", "H"],
  "xyz": [[0.176, -2.516, -2.988], [1.341, -1.740, -2.347], [-0.853, -2.954, -1.951], [-0.303, -1.854, -3.715], [0.594, -3.332, -3.575], [1.791, -2.393, -1.595], [-1.777, -2.381, -2.020], [-1.066, -4.023, -1.979], [0.994, -0.840, -1.852], [2.128, -1.512, -3.070], [-0.494, -2.812, -0.929], [0.942, 1.438, 3.615], [-0.095, 2.802, 0.224], [0.649, 2.584, 1.368], [-1.248, 2.065, -0.031], [0.223, 1.665, 2.325], [-1.651, 1.114, 0.891], [-0.939, 0.940, 2.071], [0.244, 3.515, -0.515], [1.580, 3.101, 1.557], [-1.746, 2.229, -0.982], [-2.497, 0.461, 0.685], [0.401, 1.935, 4.432], [1.944, 1.865, 3.654], [-1.320, 0.258, 2.825], [0.983, 0.385, 3.901]],
  "lowdin_spin": [0.004, 0.002, 0.002, 0.002, 0.001, 0.002, 0.003, 0.000, 0.002, 0.001, 0.004, 0.036, 0.224, 0.086, 0.091, 0.106, 0.101, 0.225, 0.029, 0.004, 0.005, 0.005, 0.007, 0.004, 0.039, 0.017]
}


*R*
{
  "formula": "C10H16",
  "method": "the ωB97M-V functional and the def2-TZVPD basis",
  "total_charge": -1,
  "s_squared": 0.76,
  "spin_multiplicity": 2,
  "gap_ev": [2.88, 6.70],
  "symbols": ["C", "C", "C", "C", "C", "C", "C", "H", "H", "H", "H", "H", "H", "H", "H", "C", "C", "C", "H", "H", "H", "H", "H", "H", "H", "H"],
  "xyz": [[-1.632, -2.569, 0.691], [0.208, -0.109, -1.619], [0.623, -1.045, -2.594], [-0.492, -0.656, -0.481], [-1.122, -1.872, -0.536], [0.004, -2.287, -2.686], [-0.841, -2.745, -1.656], [0.451, 0.939, -1.585], [1.454, -0.911, -3.288], [-0.412, -0.231, 0.521], [0.368, -2.946, -3.472], [-2.446, -3.260, 0.492], [-1.972, -1.918, 1.509], [-1.402, -3.675, -1.739], [-0.796, -3.093, 1.182], [1.253, 2.441, 1.542], [0.234, 1.651, 2.351], [0.724, 3.155, 0.319], [1.846, 3.141, 2.148], [2.078, 1.797, 1.219], [0.434, 0.583, 2.238], [1.318, 4.028, 0.021], [0.799, 2.517, -0.549], [-0.818, 1.780, 2.111], [0.428, 1.745, 3.422], [-0.290, 3.542, 0.438]],
  "lowdin_spin": [0.019, 0.280, 0.113, 0.093, 0.073, 0.093, 0.226, 0.032, 0.010, 0.006, 0.008, 0.003, 0.001, 0.030, 0.007, 0.001, 0.001, 0.001, 0.000, 0.001, 0.000, 0.000, 0.002, 0.000, 0.000, 0.000]
}


Result of the stability comparison: *P* is the least stable of them.


*P*
{
  "formula": "C5H32N2O10",
  "method": "the ωB97M-V functional and the def2-TZVPD basis",
  "total_charge": 0,
  "smiles": "C[C@H](CO)NCCN.O.O.O.O.O.O.O.O.O",
  "gap_ev": 8.99,
  "symbols": ["C", "C", "C", "O", "N", "C", "C", "N", "H", "H", "H", "H", "H", "H", "H", "H", "H", "H", "H", "H", "H", "H", "O", "H", "H", "O", "H", "H", "O", "H", "H", "O", "H", "H", "O", "H", "H", "O", "H", "H", "O", "H", "H", "O", "H", "H", "O", "H", "H"],
  "xyz": [[0.042, 0.899, 1.886], [-0.971, 0.969, 0.729], [-1.930, 2.138, 0.996], [-2.239, 2.307, 2.366], [-1.766, -0.282, 0.646], [-1.052, -1.454, 0.126], [-0.446, -1.334, -1.276], [-1.416, -1.090, -2.352], [0.474, 1.889, 2.078], [-0.476, 0.676, 2.831], [0.860, 0.191, 1.676], [-0.406, 1.175, -0.215], [-2.827, 2.087, 0.379], [-1.514, 3.125, 0.764], [-2.533, 1.478, 2.722], [-2.558, -0.096, 0.053], [-0.182, -1.680, 0.855], [-1.805, -2.299, 0.182], [0.085, -2.237, -1.538], [0.306, -0.532, -1.318], [-1.963, -1.943, -2.541], [-2.089, -0.358, -2.095], [-1.799, -1.243, 3.299], [-1.941, -0.861, 2.414], [-2.425, -1.966, 3.415], [2.607, -1.677, 1.377], [1.894, -1.744, 2.041], [3.430, -1.750, 1.846], [-2.258, 1.428, -2.418], [-1.402, 1.875, -2.613], [-2.809, 1.620, -3.214], [2.035, -3.849, -0.139], [2.219, -3.056, 0.370], [1.675, -4.484, 0.449], [0.738, -2.129, 3.292], [0.937, -1.993, 4.230], [-0.240, -1.838, 3.260], [1.579, 0.303, -3.706], [2.083, 0.202, -2.875], [0.881, -0.403, -3.649], [1.968, 2.733, -1.011], [2.237, 1.843, -0.709], [1.967, 3.303, -0.239], [2.879, 0.248, -0.511], [2.700, -0.441, 0.159], [3.809, 0.072, -0.768], [0.142, 2.480, -3.022], [0.581, 1.705, -3.438], [0.679, 2.759, -2.260]],
  "nbo_charge": [-0.637, -0.097, -0.071, -0.717, -0.681, -0.233, -0.266, -0.868, 0.222, 0.219, 0.207, 0.204, 0.176, 0.190, 0.461, 0.379, 0.187, 0.197, 0.218, 0.182, 0.344, 0.391, -0.987, 0.510, 0.485, -0.995, 0.529, 0.490, -1.008, 0.513, 0.473, -0.971, 0.485, 0.462, -1.011, 0.480, 0.516, -0.955, 0.488, 0.497, -0.985, 0.507, 0.476, -0.997, 0.513, 0.484, -1.016, 0.503, 0.506]
}


*Q*
{
  "formula": "C5H32N2O10",
  "method": "the ωB97M-V functional and the def2-TZVPD basis",
  "total_charge": 0,
  "smiles": "C/C(=C\\N)CCN.O.O.O.O.O.O.O.O.O.O",
  "gap_ev": 8.25,
  "symbols": ["C", "C", "C", "N", "C", "C", "N", "H", "H", "H", "H", "H", "H", "H", "H", "H", "H", "H", "H", "O", "H", "H", "O", "H", "H", "O", "H", "H", "O", "H", "H", "O", "H", "H", "O", "H", "H", "O", "H", "H", "O", "H", "H", "O", "H", "H", "O", "H", "H"],
  "xyz": [[-0.956, 3.400, -0.617], [-1.049, 2.260, 0.459], [-0.119, 1.296, 0.688], [0.868, 0.804, -0.227], [-2.264, 2.501, 1.223], [-2.886, 1.200, 1.847], [-2.194, 0.398, 2.894], [-1.916, 3.708, -0.900], [-0.176, 3.296, -1.309], [-0.708, 4.299, -0.054], [-0.127, 0.607, 1.543], [1.127, -0.063, 0.028], [0.764, 1.095, -1.156], [-3.177, 2.887, 0.419], [-2.210, 3.417, 1.958], [-3.860, 1.665, 2.253], [-2.986, 0.569, 0.965], [-1.226, 0.725, 2.840], [-2.592, 0.802, 3.882], [3.634, -0.573, -2.844], [2.694, -0.585, -2.834], [4.003, -1.258, -2.274], [-1.173, -1.627, -2.515], [-0.909, -2.468, -2.072], [-0.432, -1.654, -3.097], [3.469, -0.621, 1.830], [3.797, -0.788, 2.642], [2.749, 0.069, 1.929], [2.759, 2.016, 1.441], [3.566, 2.352, 1.181], [2.284, 1.886, 0.655], [1.483, -3.075, -2.374], [2.015, -2.567, -1.720], [1.641, -4.013, -2.038], [1.803, 1.043, -3.316], [0.940, 1.045, -3.496], [2.487, 1.586, -3.773], [-1.819, -2.745, 0.458], [-2.112, -2.353, -0.327], [-1.910, -2.070, 1.077], [-0.888, -3.379, 3.178], [-1.010, -3.881, 2.389], [-1.417, -2.630, 2.959], [2.946, -2.375, 0.179], [3.760, -2.154, 0.680], [2.136, -2.251, 0.761], [-3.763, -0.306, -1.595], [-4.016, -1.249, -1.692], [-3.030, -0.242, -2.132]],
  "nbo_charge": [-0.637, -0.101, -0.010, -0.845, -0.416, -0.240, -0.851, 0.220, 0.208, 0.218, 0.171, 0.378, 0.394, 0.211, 0.210, 0.192, 0.201, 0.350, 0.361, -0.964, 0.485, 0.472, -0.968, 0.485, 0.482, -0.976, 0.463, 0.506, -0.959, 0.468, 0.486, -0.985, 0.498, 0.482, -0.986, 0.478, 0.520, -0.944, 0.473, 0.468, -0.930, 0.472, 0.459, -0.999, 0.512, 0.489, -0.938, 0.465, 0.475]
}


Result of the stability comparison: *Q* is the least stable of them.


*P*
{
  "formula": "C3H6BrP",
  "method": "the ωB97M-V functional and the def2-TZVPD basis",
  "total_charge": 0,
  "smiles": "BrPC1CC1",
  "gap_ev": 10.13,
  "symbols": ["Br", "P", "C", "C", "C", "H", "H", "H", "H", "H", "H"],
  "xyz": [[-0.987, 2.473, 1.436], [0.240, 1.837, -0.273], [0.349, 0.066, 0.222], [-0.869, -0.826, 0.045], [0.258, -0.992, -0.932], [1.429, 1.827, 0.242], [1.000, -0.158, 1.230], [-1.793, -0.276, -0.171], [-0.952, -1.577, 0.784], [0.923, -1.770, -0.586], [0.400, -0.603, -1.996]],
  "nbo_charge": [-0.244, 0.557, -0.543, -0.420, -0.425, -0.056, 0.232, 0.222, 0.221, 0.220, 0.236]
}


*Q*
{
  "formula": "C3H6BrP",
  "method": "the ωB97M-V functional and the def2-TZVPD basis",
  "total_charge": 0,
  "smiles": "[H]/P=C(\\Br)CC",
  "gap_ev": 8.66,
  "symbols": ["H", "P", "C", "Br", "C", "C", "H", "H", "H", "H", "H"],
  "xyz": [[-3.492, 0.172, -0.998], [-2.268, -0.697, -0.871], [-1.204, 0.552, -0.377], [-1.859, 2.234, 0.284], [0.347, 0.388, -0.382], [0.636, -0.959, 0.332], [0.725, 0.413, -1.490], [1.000, 1.171, -0.015], [-0.283, -1.434, 0.589], [1.211, -1.650, -0.413], [1.390, -0.701, 1.123]],
  "nbo_charge": [-0.012, 0.371, -0.450, 0.074, -0.494, -0.616, 0.230, 0.232, 0.224, 0.214, 0.225]
}


Result of the stability comparison: *Q* is the least stable of them.


*P*
{
  "formula": "C2H3O3S",
  "method": "the ωB97M-V functional and the def2-TZVPD basis",
  "total_charge": -1,
  "gap_ev": 5.75,
  "symbols": ["C", "C", "O", "O", "O", "S", "H", "H", "H"],
  "xyz": [[0.088, -0.815, 1.886], [-0.560, 0.448, -1.252], [-0.756, -1.306, 1.254], [0.766, -0.546, 2.798], [2.189, 0.017, -0.554], [0.934, 0.777, -0.108], [-1.347, 1.327, -0.982], [-1.084, -0.438, -0.819], [-0.231, 0.536, -2.223]],
  "nbo_charge": [0.997, -0.817, -0.597, -0.585, -1.076, 0.483, 0.180, 0.217, 0.197]
}


*Q*
{
  "formula": "C2H3O3S",
  "method": "the ωB97M-V functional and the def2-TZVPD basis",
  "total_charge": -1,
  "gap_ev": 6.21,
  "symbols": ["C", "C", "O", "O", "O", "S", "H", "H", "H"],
  "xyz": [[-2.526, -0.090, 0.143], [1.825, 0.657, 0.239], [-2.709, 0.753, -0.654], [-2.815, -0.931, 0.896], [2.365, 0.087, -0.956], [-0.153, 0.025, 0.513], [1.402, 1.640, -0.122], [2.439, -0.910, -1.021], [0.171, -1.232, 0.961]],
  "nbo_charge": [0.992, -0.271, -0.598, -0.593, -0.804, -0.378, 0.089, 0.460, 0.103]
}


Result of the stability comparison: *Q* is the least stable of them.